{
  "formula": "C4H6N2O",
  "method": "ωB97M-V with the def2-TZVPD basis set",
  "elements": ["O", "C", "N", "C", "C", "C", "N", "H", "H", "H", "H", "H", "H"],
  "xyz": [[1.6927, 2.5674, 0.7965], [1.2134, 1.5607, 1.0759], [1.4081, -0.1791, -0.7261], [0.4230, -1.0694, -0.1613], [-0.7678, -0.2009, -0.1993], [-1.9883, 0.2001, 0.4080], [-1.0301, 1.0077, -0.4555], [2.3370, -0.6563, -0.5819], [0.5915, -1.4349, 0.8624], [0.3436, -1.9649, -0.7863], [0.7598, -0.0579, -1.7303], [-2.9295, -0.0764, -0.0366], [-1.9726, 0.3901, 1.4786]],
  "forces_ev_per_a": [[-0.965, -2.077, 0.429], [1.081, 2.380, 0.111], [-1.005, -0.478, -2.351], [-0.452, -0.224, -0.055], [-0.381, 0.225, 0.649], [-0.680, -0.156, 0.301], [0.203, -0.971, -0.085], [-1.079, 0.833, -1.816], [0.102, 0.491, -0.065], [-0.553, -0.185, 0.232], [4.258, -0.091, 2.674], [-0.304, -0.006, 0.035], [-0.226, 0.258, -0.060]],
  "charge": 0,
  "orbital_gap_ev": 10.29,
  "de_lowest_kcal_mol": 106.9
}

=====

{
  "formula": "C4H12NO2S",
  "method": "ωB97M-V with the def2-TZVPD basis set",
  "elements": ["C", "O", "C", "C", "C", "S", "N", "H", "H", "H", "H", "H", "H", "H", "H", "H", "H", "H", "H", "O"],
  "xyz": [[1.3755, -0.5909, -0.2470], [2.4194, 0.0660, 0.2956], [-0.0041, -0.3235, 0.4400], [-1.1232, -0.5087, -0.5914], [-2.4883, -0.0164, -0.0869], [-2.7594, 1.7588, -0.1317], [-0.2473, -1.2639, 1.5391], [1.2655, -0.4340, -1.3287], [1.5076, -1.7033, -0.1801], [-0.0067, 0.7172, 0.7670], [-0.8467, 0.0429, -1.4700], [-1.2139, -1.5743, -0.8285], [-2.5572, -0.3037, 0.9684], [-3.2986, -0.5402, -0.5933], [-2.6334, 1.9515, -1.4523], [0.1556, -2.1367, 1.2237], [0.3122, -0.9757, 2.3340], [2.8555, 1.3667, -0.2889], [4.0477, 2.1449, 0.0641], [3.2398, 2.3231, -0.4333]],
  "forces_ev_per_a": [[0.178, -0.086, 0.503], [0.062, -0.165, 0.172], [0.186, -0.461, -1.198], [-0.348, 0.306, 0.869], [0.251, -0.917, 0.120], [-0.041, 0.331, 0.095], [-0.233, 0.530, 0.450], [-0.140, 0.364, -0.510], [-0.111, -0.180, 0.004], [0.036, -0.068, 0.295], [0.070, 0.124, -0.688], [0.065, 0.034, -0.133], [-0.056, 0.163, -0.047], [-0.110, 0.153, -0.103], [0.036, -0.104, -0.012], [0.054, -0.237, 0.123], [0.095, -0.048, -0.011], [-0.526, 0.227, 0.156], [0.083, 0.459, -0.090], [0.447, -0.425, 0.006]],
  "charge": -1,
  "orbital_gap_ev": 6.57,
  "de_lowest_kcal_mol": 16.9
}

=====

{
  "formula": "C30H83MgN6O9",
  "method": "ωB97M-V with the def2-TZVPD basis set",
  "elements": ["Mg", "C", "C", "O", "H", "H", "H", "H", "H", "C", "C", "O", "H", "H", "H", "H", "H", "H", "C", "C", "O", "H", "H", "H", "H", "H", "H", "C", "C", "C", "O", "C", "N", "H", "H", "H", "H", "H", "H", "H", "H", "H", "H", "H", "C", "C", "C", "O", "C", "N", "H", "H", "H", "H", "H", "H", "H", "H", "H", "H", "H", "C", "C", "C", "O", "C", "N", "H", "H", "H", "H", "H", "H", "H", "H", "H", "H", "H", "C", "C", "C", "O", "C", "N", "H", "H", "H", "H", "H", "H", "H", "H", "H", "H", "H", "C", "C", "C", "O", "C", "N", "H", "H", "H", "H", "H", "H", "H", "H", "H", "H", "H", "C", "C", "C", "O", "C", "N", "H", "H", "H", "H", "H", "H", "H", "H", "H", "H", "H"],
  "xyz": [[3.0246, 3.4405, 0.9876], [0.5912, 1.0359, -1.6693], [1.2203, 1.3953, -0.3100], [1.6078, 2.7581, -0.2195], [0.0281, 1.8890, -2.0506], [-0.1183, 0.2077, -1.6194], [1.3095, 0.6823, -2.4115], [2.1019, 0.7662, -0.1332], [0.5145, 1.1736, 0.5006], [0.1105, 6.4848, -3.0798], [0.0668, 5.0057, -2.7441], [1.3148, 4.3534, -2.8086], [-0.8200, 6.9835, -2.8014], [0.2187, 6.7110, -4.1416], [0.8900, 6.9966, -2.5126], [-0.7117, 4.4523, -3.2758], [-0.1963, 4.9624, -1.6764], [1.3084, 3.5884, -2.2157], [-2.6648, 2.5335, -0.3519], [-3.1282, 3.0206, -1.7090], [-4.5347, 2.8204, -1.8038], [-1.5799, 2.6820, -0.2888], [-2.9564, 1.5172, -0.0965], [-3.0431, 3.1866, 0.4399], [-2.5601, 2.4157, -2.4226], [-2.8372, 4.0511, -1.9212], [-5.0021, 3.6431, -1.6439], [-2.8700, -1.2920, -2.7134], [-3.5915, -2.6386, -2.6925], [-3.3455, -3.4398, -3.9827], [-3.8348, -4.7470, -3.8334], [-3.7044, -5.5472, -4.9700], [-3.0540, -3.4142, -1.5863], [-1.8460, -1.4735, -3.0526], [-2.8912, -0.8376, -1.7230], [-3.2915, -0.5832, -3.4280], [-4.6519, -2.3959, -2.5844], [-2.2658, -3.4353, -4.1860], [-3.7740, -2.8907, -4.8315], [-4.2862, -6.4570, -4.8229], [-2.6736, -5.8814, -5.1409], [-4.0328, -5.0856, -5.9058], [-3.2936, -4.3797, -1.7721], [-2.0583, -3.3391, -1.4333], [2.0677, 4.0229, 4.7675], [1.1298, 3.4563, 3.6905], [-0.2950, 3.8055, 4.0466], [-1.2187, 3.5796, 3.0103], [-1.6797, 2.2411, 2.8701], [1.4704, 4.0719, 2.3859], [1.7309, 3.7373, 5.7646], [2.1938, 5.1046, 4.7497], [3.0261, 3.5161, 4.6318], [1.2870, 2.3789, 3.6115], [-0.3864, 4.8759, 4.2690], [-0.6622, 3.3838, 4.9889], [-1.8331, 1.7793, 3.8494], [-0.9849, 1.6005, 2.3202], [-2.6313, 2.2573, 2.3488], [0.6182, 3.8514, 1.8565], [1.3374, 5.0648, 2.5732], [3.5917, 7.0079, -0.9097], [3.4308, 5.5443, -0.5657], [4.4588, 4.6660, -1.2315], [4.4045, 3.4261, -0.4915], [5.0461, 2.4017, -1.2493], [3.4889, 5.4062, 0.9271], [4.4810, 7.5023, -0.5171], [2.7167, 7.5659, -0.5688], [3.5773, 7.1469, -1.9935], [2.4549, 5.1930, -0.9119], [5.4677, 5.0916, -1.2070], [4.2407, 4.5627, -2.2954], [4.5932, 2.2620, -2.2296], [5.0734, 1.4395, -0.7369], [6.1067, 2.6444, -1.3563], [4.3777, 5.8406, 1.1678], [2.8012, 6.0364, 1.3232], [-4.8512, 0.0151, 2.4418], [-4.1383, -0.9710, 1.5157], [-3.4862, -2.1768, 2.2216], [-2.2993, -1.8432, 2.9088], [-1.2293, -1.5799, 2.0254], [-5.1607, -1.4222, 0.5455], [-5.3729, -0.4650, 3.2726], [-5.5450, 0.7407, 2.0249], [-4.0390, 0.5823, 2.9117], [-3.4167, -0.5237, 0.8261], [-3.2868, -2.9587, 1.4804], [-4.2465, -2.5941, 2.8869], [-0.2653, -1.7491, 2.5056], [-1.2382, -0.5555, 1.6369], [-1.2267, -2.2207, 1.1376], [-5.7272, -2.0959, 1.0572], [-4.6993, -1.9556, -0.1849], [3.3410, -5.6579, 1.4243], [3.7650, -4.5549, 2.4008], [2.6844, -3.5032, 2.7280], [2.2848, -2.6845, 1.6600], [3.2344, -1.7427, 1.2143], [4.2764, -5.2425, 3.5690], [4.2459, -6.1647, 1.0948], [2.8568, -5.2659, 0.5281], [2.6255, -6.3353, 1.8892], [4.5904, -4.0264, 1.9134], [2.9664, -2.8651, 3.5772], [1.7859, -4.0209, 3.0791], [3.2843, -1.8294, 0.1280], [4.2165, -1.8295, 1.6817], [2.8591, -0.7387, 1.4450], [3.5081, -5.6699, 4.0867], [4.5338, -4.5650, 4.2887], [-1.0430, -6.4368, -1.7076], [0.0913, -6.0213, -0.7797], [0.1563, -4.5249, -0.5073], [0.1101, -3.7588, -1.6949], [0.5880, -2.4406, -1.5554], [0.1420, -6.8028, 0.4544], [-0.8778, -5.8778, -2.6332], [-2.0522, -6.1865, -1.3744], [-0.9917, -7.5033, -1.9261], [0.9958, -6.2706, -1.3462], [1.0647, -4.3363, 0.0715], [-0.6625, -4.2464, 0.1722], [0.1028, -1.9409, -0.7109], [0.4310, -1.8622, -2.4635], [1.6664, -2.3827, -1.3689], [-0.0350, -7.7698, 0.2062], [-0.6866, -6.5521, 0.9909]],
  "forces_ev_per_a": [[-1.988, -0.636, -0.786], [-0.067, -0.234, 0.220], [0.082, 0.429, -0.145], [0.696, -0.094, 0.351], [0.091, 0.038, -0.082], [-0.119, 0.089, 0.396], [0.253, 0.479, -0.016], [-0.071, -0.343, -0.091], [-0.178, -0.169, -0.038], [-0.035, 0.162, -0.452], [-0.506, 0.038, 1.643], [0.865, 0.193, -0.802], [-0.138, -0.296, 0.149], [0.332, -0.196, -0.008], [0.166, -0.117, -0.107], [0.083, 0.154, -0.312], [-0.492, -0.008, -0.044], [-0.094, 0.043, 0.239], [0.609, 1.345, 0.646], [-0.039, -0.705, 0.535], [0.249, -0.123, -0.628], [0.098, -0.436, 0.013], [0.035, -0.102, -0.374], [-0.281, -0.034, -0.057], [-0.660, -0.100, -0.502], [-0.091, 0.130, 0.265], [0.107, 0.060, 0.006], [0.149, -0.230, -0.721], [1.054, 0.184, -0.360], [0.197, 1.147, -0.160], [-0.395, 0.408, 0.045], [0.311, -0.813, -0.516], [-1.215, -0.131, 0.870], [0.172, 0.169, 0.324], [0.092, -0.012, 0.022], [-0.216, -0.057, 0.060], [-0.135, -0.575, 0.238], [0.164, -0.254, 0.185], [-0.418, -0.338, -0.135], [-0.128, 0.125, 0.117], [0.162, 0.208, 0.156], [-0.196, 0.314, 0.172], [0.204, -0.112, 0.307], [0.084, 0.110, -0.563], [0.165, -1.169, -0.059], [0.528, 0.617, 1.013], [-1.144, 0.457, 0.357], [0.020, -0.083, -0.361], [0.062, -0.264, 0.429], [-0.946, -0.490, 0.513], [-0.091, 0.057, -0.014], [-0.107, 0.017, -0.212], [0.249, 0.398, 0.138], [-0.173, -0.037, -0.009], [0.378, 0.164, -0.317], [0.349, -0.623, -0.080], [-0.051, 0.052, 0.071], [0.114, 0.135, -0.123], [0.066, 0.108, -0.033], [0.285, -0.028, -0.659], [0.305, 0.141, -0.165], [-0.650, 0.415, -0.935], [-0.290, 1.113, -0.105], [0.122, 0.350, 0.736], [0.799, -0.253, -0.988], [0.938, -0.726, 0.004], [1.021, 0.668, -0.596], [0.139, -0.308, 0.108], [0.058, 0.002, 0.180], [0.168, -0.039, -0.015], [-0.066, 0.010, 0.089], [0.111, -0.125, 0.427], [-0.437, -0.445, 0.115], [-0.182, 0.176, 0.067], [-0.577, 0.175, 0.314], [-0.076, 0.278, -0.235], [0.090, -0.209, 0.355], [-0.128, -0.029, -0.047], [1.588, 0.370, 0.998], [-1.377, -0.322, -1.401], [-0.503, 0.586, -0.560], [0.314, -0.159, 0.180], [0.230, 0.062, -0.311], [0.027, -0.609, 0.446], [0.006, -0.341, -0.154], [0.158, -0.269, -0.674], [-0.257, 0.183, 0.317], [0.322, 0.524, 0.621], [0.109, 0.109, -0.185], [0.370, 0.057, 0.498], [-0.157, 0.007, 0.343], [-0.108, 0.145, 0.108], [-0.299, -0.220, 0.085], [-0.374, -0.016, -0.323], [0.018, -0.211, -0.055], [-0.224, 0.710, -0.196], [-0.185, 0.051, -0.723], [-0.191, -0.557, 0.595], [-0.037, -0.113, -0.405], [-0.500, 0.275, 0.019], [-0.163, 0.582, 1.521], [-0.117, -0.311, 0.165], [0.020, 0.122, 0.066], [0.127, -0.150, -0.018], [0.172, 0.025, 0.210], [0.447, -0.071, 0.018], [-0.088, -0.056, -0.206], [0.378, 0.048, 0.002], [0.038, -0.288, -0.108], [-0.003, 0.084, 0.019], [-0.170, -0.538, -0.584], [0.598, 0.178, -0.342], [0.070, 0.706, -0.545], [0.133, -0.517, -0.969], [0.074, -0.208, 0.956], [0.138, -0.131, -0.411], [0.269, 0.101, 0.476], [-0.450, 0.523, 0.340], [-0.250, -0.219, -0.174], [0.080, -0.053, 0.329], [-0.005, -0.010, 0.012], [0.162, 0.071, 0.118], [0.110, 0.188, -0.176], [-0.241, 0.097, -0.105], [-0.116, 0.120, -0.036], [-0.382, -0.314, -0.121], [0.083, -0.369, 0.114], [0.243, -0.101, -0.004], [0.070, 0.019, 0.212]],
  "charge": 1,
  "orbital_gap_ev": 6.62,
  "de_lowest_kcal_mol": 0.0
}

=====

no.,strongest force on any atom (eV/Å)
1,5.029
2,1.297
3,2.231